{"formula": "ClK", "method": "ωB97M-V with the def2-TZVPD basis set", "species": ["K", "Cl"], "coordinates": [[-26.918, 1.534, -13.805], [-29.453, 0.538, -14.430]], "atomic_forces_ev_per_a": [[-0.3, -0.1, -0.1], [0.3, 0.1, 0.1]], "orbital_gap_ev": 7.293, "relative_energy_kcal_mol": 0.3, "total_energy_ev": -28848.6439}

=====

{"formula": "ClMg2", "method": "ωB97M-V with the def2-TZVPD basis set", "species": ["Mg", "Mg", "Cl"], "coordinates": [[-12.303, -4.103, 27.799], [-12.681, -2.779, 30.863], [-13.773, -3.851, 29.460]], "atomic_forces_ev_per_a": [[0.2, -0.8, -1.9], [0.9, 2.0, 3.4], [-1.2, -1.1, -1.5]], "orbital_gap_ev": 10.944, "relative_energy_kcal_mol": 36.8, "total_energy_ev": -23376.7769, "charge": 3}

=====

{"formula": "ClN2O2", "method": "ωB97M-V with the def2-TZVPD basis set", "species": ["N", "N", "O", "O", "Cl"], "coordinates": [[0.245, -0.933, -0.015], [-0.527, 0.068, -0.031], [-0.100, 1.221, 0.123], [-1.721, -0.340, -0.084], [2.103, -0.016, 0.007]], "atomic_forces_ev_per_a": [[3.5, -0.5, -0.4], [0.2, 0.6, 1.2], [-2.3, 0.7, -0.5], [-0.5, 0.9, -0.2], [-1.0, -1.8, 0.0]], "smiles": "[O-][N+]([O-])=NCl", "orbital_gap_ev": 8.897, "relative_energy_kcal_mol": 15.0, "total_energy_ev": -19594.3703, "charge": -1}

=====

{"formula": "ClNO4S", "method": "ωB97M-V with the def2-TZVPD basis set", "species": ["N", "O", "O", "O", "O", "S", "Cl"], "coordinates": [[-0.297, 0.116, 1.080], [0.465, 0.553, 1.865], [-1.458, 0.002, 1.144], [-0.692, -1.425, -1.450], [1.829, -0.422, -0.718], [0.388, -0.345, -0.605], [-0.235, 1.521, -1.317]], "atomic_forces_ev_per_a": [[0.1, 0.0, 0.8], [1.4, 0.2, 0.4], [-1.8, -0.5, -0.3], [5.0, 4.5, 4.3], [-2.1, -0.1, 0.8], [-3.1, -3.3, -6.3], [0.5, -0.9, 0.3]], "smiles": "O=[N+]([O-])S(=O)(=O)Cl", "orbital_gap_ev": 9.887, "relative_energy_kcal_mol": 58.9, "total_energy_ev": -33031.1957}

=====

{"formula": "ClZr", "method": "ωB97M-V with the def2-TZVPD basis set", "species": ["Zr", "Cl"], "coordinates": [[0.270, 2.160, 0.018], [-0.270, -2.160, -0.018]], "atomic_forces_ev_per_a": [[0.1, 0.7, 0.0], [-0.1, -0.7, 0.0]], "orbital_gap_ev": 4.054, "relative_energy_kcal_mol": 115.8, "total_energy_ev": -13752.9176, "charge": 3}

=====

{"formula": "CsF2NO4S2", "method": "ωB97M-V with the def2-TZVPD basis set", "species": ["Cs", "N", "S", "O", "O", "F", "S", "O", "O", "F"], "coordinates": [[4.125, -4.384, 0.798], [7.888, -5.860, -2.513], [9.158, -5.261, -2.041], [10.302, -6.129, -2.075], [9.132, -4.154, -1.082], [9.381, -4.412, -3.420], [7.537, -6.472, -0.917], [6.442, -5.783, -0.282], [8.525, -7.062, -0.026], [6.863, -7.831, -1.532]], "atomic_forces_ev_per_a": [[0.4, -0.2, -0.2], [-4.7, -2.9, 3.6], [8.4, 5.8, -2.3], [-0.6, 0.3, 0.8], [-0.6, -1.9, -0.2], [-0.1, -0.2, 0.3], [-1.5, -4.2, -0.8], [-0.2, 0.4, -0.2], [-1.1, 1.6, -1.5], [0.0, 1.2, 0.6]], "orbital_gap_ev": 7.670, "relative_energy_kcal_mol": 49.5, "total_energy_ev": -37331.4108}

=====

{"formula": "CsH4O2", "method": "ωB97M-V with the def2-TZVPD basis set", "species": ["Cs", "O", "H", "H", "O", "H", "H"], "coordinates": [[-0.868, -1.026, 1.201], [1.820, -1.226, 0.070], [2.569, -1.445, 0.623], [2.114, -1.420, -0.820], [-1.887, 1.469, -0.048], [-1.496, 1.298, -0.905], [-2.253, 2.350, -0.122]], "atomic_forces_ev_per_a": [[-0.2, 0.0, 0.2], [-0.3, 0.0, 0.1], [0.3, 0.0, 0.2], [0.1, 0.0, -0.3], [0.1, -0.4, 0.2], [0.1, 0.1, -0.4], [-0.2, 0.3, 0.1]], "orbital_gap_ev": 12.457, "relative_energy_kcal_mol": 1.9, "total_energy_ev": -4703.0370, "charge": 1}

=====

{"formula": "CsO4S", "method": "ωB97M-V with the def2-TZVPD basis set", "species": ["Cs", "S", "O", "O", "O", "O"], "coordinates": [[0.398, 2.815, 1.165], [-0.079, -0.575, -0.284], [-0.772, 0.073, 0.843], [0.960, 0.394, -0.696], [0.511, -1.855, 0.283], [-1.018, -0.852, -1.310]], "atomic_forces_ev_per_a": [[-0.2, -1.6, -0.6], [1.8, -2.7, 3.2], [-1.2, 2.0, 2.1], [1.3, 1.1, -0.6], [-0.1, 1.6, -1.2], [-1.7, -0.4, -2.8]], "orbital_gap_ev": 4.066, "relative_energy_kcal_mol": 11.9, "total_energy_ev": -19574.3135, "charge": -1}

=====

{"formula": "CuF2I", "method": "ωB97M-V with the def2-TZVPD basis set", "species": ["Cu", "I", "F", "F"], "coordinates": [[-0.406, 0.335, -0.050], [1.458, 0.587, 0.834], [-0.967, -0.937, 0.842], [-0.085, 0.016, -1.626]], "atomic_forces_ev_per_a": [[-5.5, 2.0, -1.0], [7.8, 1.9, 4.0], [-2.9, -3.7, 3.5], [0.6, -0.2, -6.5]], "s_squared": 0.755, "orbital_gap_ev": [7.741, 7.500], "relative_energy_kcal_mol": 35.2, "spin_multiplicity": 2, "total_energy_ev": -58175.4806, "charge": -1}

=====

{"formula": "F10FeLi3Pd", "method": "ωB97M-V with the def2-TZVPD basis set", "species": ["Fe", "Li", "Li", "Li", "Pd", "F", "F", "F", "F", "F", "F", "F", "F", "F", "F"], "coordinates": [[-1.557, 0.781, -2.313], [0.332, 2.081, 0.722], [3.993, 1.578, -1.342], [1.453, -1.853, 2.607], [-3.023, -0.621, 1.165], [-1.497, -2.685, 0.481], [2.346, 0.095, -2.385], [-2.799, 1.453, -0.251], [-1.665, 3.046, -2.857], [2.220, 0.729, 1.251], [-0.694, 0.057, 1.403], [0.182, 1.627, -1.363], [-0.918, -1.141, -1.504], [2.373, -2.352, 1.484], [-0.747, -2.793, 2.902]], "atomic_forces_ev_per_a": [[2.2, 1.1, 4.5], [0.1, -2.8, -0.3], [-1.9, -1.5, 0.4], [-2.1, 0.6, 0.0], [3.1, 0.9, -0.7], [-0.2, 0.0, 1.1], [0.7, 1.3, 0.2], [0.0, -1.1, -1.1], [-0.2, -2.5, -0.2], [0.2, 1.9, -0.4], [-1.5, 0.8, 0.2], [-0.4, -0.5, -0.5], [-1.7, 2.8, -2.3], [1.7, -1.1, -0.6], [0.0, 0.1, -0.3]], "s_squared": 15.782, "orbital_gap_ev": [4.842, 3.552], "spin_multiplicity": 8, "total_energy_ev": -65650.8669, "charge": -2}

=====

{"formula": "F10H24N5NaO32S10", "method": "ωB97M-V with the def2-TZVPD basis set", "species": ["Na", "N", "S", "O", "O", "F", "S", "O", "O", "F", "N", "S", "O", "O", "F", "S", "O", "O", "F", "N", "S", "O", "O", "F", "S", "O", "O", "F", "N", "S", "O", "O", "F", "S", "O", "O", "F", "N", "S", "O", "O", "F", "S", "O", "O", "F", "O", "H", "H", "O", "H", "H", "O", "H", "H", "O", "H", "H", "O", "H", "H", "O", "H", "H", "O", "H", "H", "O", "H", "H", "O", "H", "H", "O", "H", "H", "O", "H", "H", "O", "H", "H"], "coordinates": [[-6.063, -7.875, -4.771], [-7.770, -7.312, -6.274], [-7.502, -6.906, -7.687], [-7.285, -5.494, -7.893], [-8.130, -7.729, -8.686], [-5.989, -7.427, -7.635], [-9.466, -6.930, -6.227], [-10.275, -7.968, -5.636], [-10.086, -6.197, -7.336], [-9.466, -5.824, -5.023], [-13.849, -10.090, -8.443], [-13.183, -8.663, -8.806], [-13.985, -7.474, -8.556], [-12.033, -8.593, -9.760], [-12.435, -8.629, -7.357], [-14.801, -10.093, -9.625], [-14.254, -10.236, -10.955], [-16.091, -9.398, -9.284], [-15.230, -11.625, -9.432], [-4.645, -5.509, -11.857], [-6.363, -5.591, -11.866], [-7.111, -6.142, -13.061], [-7.052, -4.706, -10.916], [-6.335, -6.987, -10.971], [-4.477, -4.329, -12.801], [-4.752, -3.061, -12.164], [-4.921, -4.504, -14.198], [-2.889, -4.393, -12.821], [-8.516, -12.243, -9.713], [-7.461, -12.706, -11.006], [-6.058, -12.743, -10.705], [-7.849, -12.344, -12.353], [-7.975, -14.289, -10.857], [-7.903, -10.952, -9.562], [-7.693, -9.987, -10.662], [-6.993, -10.977, -8.396], [-9.209, -10.308, -8.837], [-2.679, -8.073, -10.202], [-1.008, -8.269, -10.650], [-0.761, -9.317, -11.643], [-0.001, -7.876, -9.637], [-1.042, -6.904, -11.527], [-2.670, -9.355, -9.372], [-1.928, -9.302, -8.145], [-2.723, -10.655, -9.971], [-4.206, -9.237, -8.902], [-10.653, -8.788, -3.043], [-11.542, -8.549, -2.783], [-10.596, -8.534, -3.964], [-4.547, -4.115, -7.867], [-4.894, -3.307, -7.490], [-5.278, -4.731, -7.828], [-8.036, -10.134, -6.221], [-7.855, -9.195, -6.184], [-7.565, -10.439, -6.997], [-8.025, -7.703, -3.118], [-8.283, -6.808, -3.337], [-8.850, -8.159, -2.955], [-12.886, -9.710, -4.904], [-12.267, -10.345, -5.264], [-12.516, -8.858, -5.134], [-6.431, -5.075, -4.834], [-5.607, -5.557, -4.760], [-7.068, -5.730, -5.118], [-9.542, -7.586, -11.210], [-10.067, -7.598, -10.410], [-8.657, -7.805, -10.919], [-7.630, -2.986, -8.853], [-7.138, -2.490, -9.507], [-7.437, -3.902, -9.051], [-10.460, -5.824, -2.436], [-11.151, -6.331, -2.010], [-10.892, -5.017, -2.717], [-11.939, -4.251, -8.891], [-11.703, -3.703, -8.143], [-11.333, -4.990, -8.848], [-8.529, -3.130, -6.430], [-8.347, -2.881, -7.336], [-9.217, -3.792, -6.497], [-10.525, -11.434, -6.026], [-10.247, -12.028, -5.330], [-9.817, -10.793, -6.092]], "atomic_forces_ev_per_a": [[-0.5, -0.6, -0.1], [-5.4, 0.3, 4.7], [4.2, 0.8, -8.6], [-0.7, -1.0, 0.4], [0.4, 1.3, 1.6], [0.1, -0.2, 0.3], [-3.0, 0.6, 0.7], [1.5, 0.4, -0.5], [2.2, -1.4, 2.2], [0.7, -0.5, -0.8], [2.1, 2.1, -0.4], [5.9, 3.6, 3.2], [-0.1, -1.4, -1.7], [-3.7, -0.6, 2.1], [0.7, -0.2, -0.5], [-6.7, -3.2, -1.7], [-0.6, 1.7, 0.6], [2.9, -1.2, -1.9], [-0.7, -0.7, 0.3], [-4.1, -1.5, 0.3], [-2.6, -5.4, 1.4], [2.7, 2.8, 3.0], [1.4, -0.6, -2.3], [0.2, 1.4, -0.7], [1.3, 2.7, -2.9], [0.0, 0.1, -0.8], [1.0, 0.6, 2.2], [0.2, 0.2, -0.5], [0.0, -7.3, -5.4], [-1.5, -3.2, -1.4], [-1.0, 0.0, 0.2], [0.1, -0.5, 1.8], [0.7, 1.0, -0.4], [0.9, 11.6, 4.8], [0.4, -2.9, 2.0], [0.3, 0.5, -1.9], [0.3, 0.2, -0.2], [4.3, 0.2, -1.9], [0.6, 3.6, -1.6], [0.1, 1.5, 2.0], [-1.8, -1.5, -1.9], [0.2, -0.8, 0.1], [-4.7, -3.7, 3.7], [0.5, 0.2, 0.5], [0.8, 0.2, -0.8], [0.4, 0.4, 0.2], [0.4, -0.1, 1.0], [-0.2, -0.2, -0.1], [0.0, 0.0, -0.8], [0.7, 0.1, 0.2], [-0.3, 0.1, 0.0], [-0.4, -0.2, -0.2], [-0.3, 0.3, 2.1], [-0.3, 0.1, -0.2], [0.4, -0.6, -1.3], [1.5, 0.1, -0.3], [-0.4, 0.4, 0.1], [-0.8, -0.4, 0.1], [-0.6, 0.1, 1.0], [0.5, -0.3, -0.5], [0.0, 0.1, -0.5], [0.3, 0.0, 0.8], [0.5, 0.4, -0.2], [-0.6, 0.1, -0.6], [-0.3, 0.4, -0.4], [-0.2, -0.2, 0.2], [0.3, -0.2, 0.0], [0.0, 1.0, 0.0], [0.1, 0.0, -0.3], [0.1, -0.6, -0.2], [0.2, 0.1, 0.3], [-0.1, -0.3, 0.0], [0.0, 0.2, -0.2], [-0.4, 0.4, -0.1], [0.2, 0.1, 0.1], [0.2, -0.4, -0.1], [-0.6, 0.2, 1.4], [0.5, 0.0, -0.8], [-0.1, -0.2, -0.1], [-1.1, -0.4, 0.3], [0.2, -0.1, 0.1], [0.8, 0.5, -0.3]], "orbital_gap_ev": 6.103, "total_energy_ev": -213296.3074, "charge": -4}

=====

{"formula": "F10InN2O8PS4", "method": "ωB97M-V with the def2-TZVPD basis set", "species": ["In", "P", "F", "F", "F", "F", "F", "F", "N", "S", "O", "O", "F", "S", "O", "O", "F", "N", "S", "O", "O", "F", "S", "O", "O", "F"], "coordinates": [[0.334, 0.565, -0.468], [-1.275, -1.875, -0.806], [-1.430, -3.161, 0.167], [-0.225, -1.266, 0.309], [-0.083, -2.562, -1.629], [-1.215, -0.455, -1.631], [-2.428, -2.422, -1.825], [-2.399, -1.190, 0.186], [-1.271, 1.424, 0.176], [-2.019, 2.692, -0.061], [-2.064, 3.779, 0.907], [-3.153, 2.596, -1.039], [-0.801, 3.276, -0.957], [-2.297, 0.905, 1.385], [-3.570, 0.447, 0.883], [-2.312, 1.521, 2.707], [-1.528, -0.510, 1.661], [2.184, 0.108, -0.013], [3.597, 0.618, 0.173], [4.458, 0.748, -1.019], [4.163, 0.467, 1.521], [3.123, 2.152, 0.309], [2.683, -1.508, -0.193], [3.319, -2.171, 0.938], [3.015, -1.942, -1.554], [1.196, -2.237, -0.127]], "atomic_forces_ev_per_a": [[0.3, 0.2, -0.7], [-6.1, -6.1, 1.4], [0.9, 0.2, -1.0], [-2.8, 3.4, 0.0], [-2.4, 1.2, -1.4], [1.4, 0.7, -1.0], [1.6, 1.0, 0.7], [-0.9, -3.4, -6.8], [-0.3, -2.9, 4.0], [-5.1, 12.0, -7.1], [-0.1, -3.1, -0.4], [3.6, -0.5, 3.3], [0.5, -0.4, -0.8], [-3.9, -6.7, 6.7], [1.4, 3.0, 0.4], [1.3, -0.1, -3.1], [0.9, 5.2, 5.3], [-1.8, -4.3, -0.7], [9.6, 9.5, 2.4], [-2.4, -1.9, 2.6], [-1.4, -1.1, -3.2], [-0.7, -0.1, -0.3], [-2.2, -10.5, -1.7], [-0.6, 2.9, -1.8], [0.0, 2.7, 2.5], [9.3, -1.1, 0.6]], "orbital_gap_ev": 7.410, "relative_energy_kcal_mol": 57.7, "total_energy_ev": -104329.3684}